Model i:
15 unconnected molecules or ions with the total composition C60H150O30, computed with ωB97M-V/def2-TZVPD.

Each line ends with the Löwdin charge.
Geometry (Å):
C (3.2723, 4.5988, 3.5727)  -0.1051
O (2.2245, 5.1025, 4.4249)  -0.2068
C (1.3096, 5.9942, 3.6923)  -0.1588
C (0.4006, 5.2789, 2.6935)  -0.1795
O (1.1662, 5.0582, 1.4838)  -0.2189
C (0.6289, 3.9587, 0.7681)  -0.1173
H (2.8968, 3.8761, 2.8322)  0.0783
H (3.9901, 4.1121, 4.2281)  0.0771
H (3.7820, 5.4314, 3.0454)  0.0932
H (1.9812, 6.6844, 3.1782)  0.1167
H (0.6696, 6.4982, 4.4161)  0.1194
H (-0.4672, 5.8947, 2.3740)  0.1300
H (0.0666, 4.3314, 3.1415)  0.1222
H (0.8124, 3.0224, 1.3148)  0.0727
H (1.1802, 3.9172, -0.1659)  0.0796
H (-0.4633, 4.0390, 0.5959)  0.0993
C (-1.6766, 0.1307, 7.6654)  -0.1078
O (-3.0161, -0.1023, 7.3090)  -0.2189
C (-3.8728, 0.7320, 8.1021)  -0.2110
C (-5.3076, 0.4621, 7.7431)  -0.1994
O (-5.6701, 1.0391, 6.4765)  -0.1811
C (-5.3138, 0.1804, 5.3638)  -0.0845
H (-1.5079, -0.1481, 8.7091)  0.0916
H (-1.4703, 1.2109, 7.5972)  0.0815
H (-1.0746, -0.4104, 6.9359)  0.0903
H (-3.7057, 1.8125, 7.8809)  0.1257
H (-3.6587, 0.6102, 9.1833)  0.1314
H (-6.0039, 0.8752, 8.4706)  0.1242
H (-5.4798, -0.6237, 7.7088)  0.1220
H (-4.2376, 0.2675, 5.1624)  0.0634
H (-5.8518, 0.5103, 4.4825)  0.0726
H (-5.5471, -0.8720, 5.5861)  0.0873
C (-2.9273, -3.3250, 5.5866)  -0.1181
O (-3.0676, -4.6630, 6.0572)  -0.1550
C (-4.4582, -4.9808, 5.7393)  -0.2131
C (-4.8294, -6.3320, 6.3431)  -0.1832
O (-3.9397, -7.3921, 5.9417)  -0.1785
C (-3.8124, -7.4936, 4.5417)  -0.1262
H (-3.4983, -2.5925, 6.1706)  0.0808
H (-3.1597, -3.2752, 4.5157)  0.0618
H (-1.8629, -3.0931, 5.6789)  0.0898
H (-4.5705, -5.0433, 4.6421)  0.1015
H (-5.1883, -4.2299, 6.0559)  0.1230
H (-5.9033, -6.5324, 6.1080)  0.1319
H (-4.6790, -6.3413, 7.4286)  0.1274
H (-4.7281, -7.4528, 3.9442)  0.0953
H (-3.3805, -8.4879, 4.4281)  0.0912
H (-3.1078, -6.7454, 4.1641)  0.0686
C (1.9110, -5.7988, -5.7980)  -0.1245
O (1.2512, -4.5774, -5.7034)  -0.2016
C (2.1195, -3.4747, -5.9266)  -0.1911
C (1.3323, -2.1793, -5.9381)  -0.2019
O (0.8803, -1.8592, -4.6334)  -0.2183
C (-0.3934, -2.4652, -4.4091)  -0.0964
H (2.3478, -5.9137, -6.8087)  0.0940
H (1.1972, -6.5964, -5.5868)  0.0914
H (2.7382, -5.8580, -5.0741)  0.0829
H (2.6489, -3.5240, -6.8985)  0.1355
H (2.8561, -3.3822, -5.1030)  0.1291
H (0.4590, -2.2123, -6.5989)  0.1248
H (1.8932, -1.3000, -6.2503)  0.1232
H (-0.7951, -1.9912, -3.5109)  0.0769
H (-0.3725, -3.5574, -4.2688)  0.0771
H (-1.0556, -2.2179, -5.2510)  0.0933
C (-5.7232, 2.4570, -7.6330)  -0.1085
O (-4.5409, 2.4807, -6.8550)  -0.1753
C (-3.7138, 3.4830, -7.3442)  -0.2506
C (-2.4746, 3.4350, -6.4742)  -0.2155
O (-1.7727, 2.2259, -6.7804)  -0.1829
C (-0.5795, 2.1688, -5.9333)  -0.0716
H (-6.2872, 1.5597, -7.3921)  0.0865
H (-5.4136, 2.4391, -8.6801)  0.0825
H (-6.3541, 3.3546, -7.4754)  0.0933
H (-4.1889, 4.4789, -7.3488)  0.1295
H (-3.4096, 3.2271, -8.3828)  0.1331
H (-2.7971, 3.4313, -5.4186)  0.1293
H (-1.7761, 4.2759, -6.6481)  0.1242
H (-0.0764, 1.2597, -6.2349)  0.0749
H (-0.8524, 2.1028, -4.8690)  0.0814
H (0.1086, 3.0159, -6.1173)  0.0808
C (0.3168, 5.6188, -3.2168)  -0.0865
O (0.8008, 5.5309, -4.5676)  -0.2150
C (0.9927, 6.8441, -5.1156)  -0.1959
C (2.0536, 7.6801, -4.3800)  -0.2257
O (3.3134, 7.0561, -4.2927)  -0.1801
C (4.1119, 7.3250, -5.4658)  -0.0915
H (-0.5024, 6.3444, -3.1273)  0.0936
H (1.1189, 5.9176, -2.5275)  0.0852
H (-0.0273, 4.6088, -2.9682)  0.0830
H (0.0671, 7.4463, -5.1605)  0.1253
H (1.2640, 6.6296, -6.1561)  0.1187
H (1.7741, 7.8702, -3.3399)  0.1183
H (2.1204, 8.6649, -4.9041)  0.1300
H (4.1893, 8.4053, -5.6445)  0.0882
H (3.6895, 6.8625, -6.3693)  0.0821
H (5.0941, 6.9274, -5.2607)  0.0784
C (1.5516, 1.3201, 5.2042)  -0.0851
O (1.7554, -0.0809, 5.5151)  -0.2065
C (2.8476, -0.5912, 4.7213)  -0.1971
C (4.2327, -0.2348, 5.1813)  -0.1955
O (4.7014, -0.7766, 6.4211)  -0.1679
C (3.9979, -0.2386, 7.5230)  -0.1170
H (1.3430, 1.4715, 4.1295)  0.0830
H (2.4138, 1.9279, 5.4881)  0.0755
H (0.6699, 1.6787, 5.7432)  0.0676
H (2.7880, -0.1172, 3.7185)  0.1206
H (2.7151, -1.6671, 4.5839)  0.1195
H (4.2174, 0.8623, 5.2780)  0.1097
H (4.9326, -0.5441, 4.4024)  0.1150
H (4.0393, 0.8682, 7.4965)  0.0907
H (4.5052, -0.5423, 8.4447)  0.0863
H (2.9408, -0.5323, 7.5672)  0.0834
C (3.9415, -0.9937, -3.1736)  -0.1630
O (4.8551, -0.8103, -4.1659)  -0.1666
C (6.1080, -0.6977, -3.5865)  -0.2195
C (7.0199, 0.0154, -4.5591)  -0.1879
O (7.2326, -0.8762, -5.6741)  -0.1775
C (7.8775, -0.1539, -6.7185)  -0.1088
H (2.9437, -1.1440, -3.5533)  0.0605
H (3.9365, -0.1465, -2.4649)  0.0965
H (4.1705, -1.8632, -2.5159)  0.0954
H (6.6297, -1.6673, -3.4572)  0.1394
H (5.9434, -0.2145, -2.6008)  0.1278
H (8.0110, 0.2543, -4.1508)  0.1269
H (6.5985, 0.9548, -4.9413)  0.1135
H (8.8716, 0.1740, -6.3740)  0.0873
H (7.3498, 0.7678, -6.9889)  0.0768
H (8.0137, -0.7321, -7.6187)  0.0810
C (-3.8447, 7.3302, 3.0012)  -0.1336
O (-3.2298, 6.2466, 3.5872)  -0.1760
C (-4.1311, 5.5217, 4.3682)  -0.2402
C (-3.3803, 4.5346, 5.1554)  -0.1765
O (-2.8997, 3.4844, 4.2481)  -0.1944
C (-2.2033, 2.4693, 4.9541)  -0.1055
H (-4.2465, 7.9772, 3.7871)  0.0882
H (-4.7162, 7.0144, 2.4104)  0.0916
H (-3.1349, 7.8098, 2.3181)  0.0945
H (-4.8000, 4.9072, 3.7382)  0.1434
H (-4.7643, 6.1570, 5.0125)  0.1364
H (-3.9880, 4.0484, 5.9132)  0.1203
H (-2.5124, 4.9665, 5.6942)  0.1363
H (-2.8568, 1.9871, 5.7111)  0.0703
H (-1.3325, 2.8921, 5.4744)  0.0801
H (-1.8453, 1.7496, 4.2230)  0.0688
C (1.6015, -4.4685, -1.8683)  -0.0952
O (1.8924, -5.4139, -0.8685)  -0.2177
C (1.7138, -6.7246, -1.3636)  -0.2015
C (2.4911, -7.6889, -0.4780)  -0.1836
O (3.9020, -7.5337, -0.6165)  -0.1807
C (4.4947, -6.5549, 0.2353)  -0.1022
H (2.3274, -4.5883, -2.6796)  0.0882
H (1.7055, -3.4641, -1.4512)  0.0731
H (0.5784, -4.5902, -2.2455)  0.0877
H (2.2014, -6.6872, -2.3516)  0.1177
H (0.6588, -7.0111, -1.5263)  0.1333
H (2.3553, -8.7196, -0.8471)  0.1308
H (2.1907, -7.6145, 0.5811)  0.1296
H (4.1271, -5.5803, -0.0762)  0.0641
H (5.5776, -6.5643, 0.2486)  0.0863
H (4.1706, -6.6701, 1.2749)  0.0775
C (2.1747, -4.3344, 2.6477)  -0.1040
O (2.4899, -2.9836, 2.6047)  -0.2125
C (3.0616, -2.5627, 1.3745)  -0.1740
C (4.5624, -2.7826, 1.3129)  -0.2236
O (5.1761, -1.9691, 2.2779)  -0.1883
C (6.6012, -2.0128, 2.0584)  -0.0863
H (3.0814, -4.9306, 2.5287)  0.0717
H (1.4840, -4.5919, 1.8244)  0.0875
H (1.7199, -4.5398, 3.6285)  0.1007
H (2.8838, -1.4795, 1.3397)  0.1225
H (2.4850, -3.0364, 0.5752)  0.1021
H (4.8594, -2.4860, 0.2747)  0.1321
H (4.9004, -3.8101, 1.5264)  0.1171
H (7.1052, -1.5142, 2.8813)  0.0829
H (6.9272, -1.5786, 1.1054)  0.0861
H (6.9278, -3.0793, 2.1036)  0.0957
C (-2.8827, -4.6047, 1.8962)  -0.0805
O (-3.8499, -4.6962, 0.8337)  -0.1893
C (-3.3412, -3.9573, -0.3203)  -0.1717
C (-4.4667, -3.9808, -1.3336)  -0.2315
O (-5.5013, -3.1431, -0.9421)  -0.1853
C (-6.5653, -3.3478, -1.8036)  -0.1222
H (-3.2835, -5.1368, 2.7524)  0.0534
H (-2.7146, -3.5489, 2.1169)  0.0677
H (-1.9175, -5.0721, 1.6110)  0.0989
H (-2.4382, -4.4271, -0.7372)  0.1237
H (-3.0740, -2.9622, 0.0595)  0.1033
H (-4.8033, -5.0327, -1.2734)  0.1317
H (-4.1210, -3.7918, -2.3818)  0.1389
H (-6.2673, -3.0711, -2.8268)  0.0943
H (-7.4274, -2.7412, -1.5179)  0.0888
H (-6.8823, -4.4032, -1.7969)  0.0958
C (2.8714, 1.7025, -4.9878)  -0.0969
O (2.6538, 2.4619, -6.1726)  -0.2059
C (3.2323, 3.8101, -6.1193)  -0.1657
C (4.7778, 3.7570, -6.0895)  -0.1641
O (5.3393, 2.9414, -7.1362)  -0.1895
C (4.9363, 3.2965, -8.4064)  -0.1424
H (3.8865, 1.3005, -4.9304)  0.0724
H (2.1709, 0.8706, -4.9824)  0.0712
H (2.7087, 2.3207, -4.0836)  0.0976
H (2.7811, 4.3029, -5.2663)  0.0978
H (2.8323, 4.2845, -7.0311)  0.1222
H (5.1538, 3.3335, -5.1475)  0.1217
H (5.1385, 4.8020, -6.1777)  0.1052
H (5.0004, 4.3922, -8.5816)  0.0966
H (3.9099, 2.9756, -8.6203)  0.0893
H (5.6143, 2.8459, -9.1288)  0.0877
C (-3.7796, 1.3758, 1.7121)  -0.0776
O (-4.6607, 0.9827, 0.6695)  -0.1739
C (-4.8252, -0.4189, 0.4785)  -0.1756
C (-5.3331, -1.2143, 1.7658)  -0.1305
O (-6.5665, -0.6056, 2.2791)  -0.2158
C (-7.6653, -0.8328, 1.4442)  -0.1216
H (-4.1996, 1.1568, 2.7120)  0.0799
H (-3.5880, 2.4461, 1.6364)  0.0909
H (-2.8479, 0.8282, 1.5739)  0.0661
H (-3.9112, -0.9546, 0.2186)  0.0889
H (-5.5370, -0.4790, -0.3461)  0.1095
H (-4.6168, -1.1778, 2.6007)  0.1025
H (-5.4919, -2.2773, 1.5287)  0.1094
H (-7.5449, -0.3064, 0.4872)  0.0854
H (-8.5086, -0.4121, 1.9941)  0.0909
H (-7.7990, -1.9106, 1.2698)  0.0896
C (-1.2267, -1.1063, 3.2157)  -0.0668
O (-1.3180, -1.0272, 1.7888)  -0.2163
C (-0.3463, -0.1850, 1.2541)  -0.2262
C (-0.4075, -0.2528, -0.2557)  -0.2152
O (0.1429, 0.9431, -0.7134)  -0.1801
C (0.3031, 0.8562, -2.1224)  -0.0833
H (-0.9743, -0.0929, 3.5564)  0.0667
H (-0.4355, -1.8091, 3.5690)  0.1075
H (-2.2100, -1.3529, 3.5831)  0.0609
H (0.6665, -0.4278, 1.6477)  0.1284
H (-0.5916, 0.8407, 1.5599)  0.1153
H (-1.4731, -0.3658, -0.4699)  0.1254
H (0.1341, -1.1104, -0.6858)  0.1243
H (0.6866, 1.8005, -2.4922)  0.0743
H (-0.7015, 0.6606, -2.5163)  0.0935
H (0.9714, 0.0357, -2.3958)  0.0751

Calculated values
Gap between HOMO and LUMO   0.3475 hartree
Charge   0
Spin multiplicity   1

***

Model ii:
15 unconnected molecules or ions with the total composition C60H150O30, computed with ωB97M-V/def2-TZVPD.

Each line ends with the Löwdin charge.
Geometry (Å):
C (-18.9792, 2.6271, 22.2679)  -0.1120
O (-18.2795, 2.7098, 21.0345)  -0.2134
C (-18.4991, 4.0490, 20.4442)  -0.1804
C (-17.5876, 4.2310, 19.3142)  -0.1874
O (-18.2989, 5.0038, 18.3536)  -0.1970
C (-17.7987, 4.9940, 17.0567)  -0.1084
H (-18.6846, 3.4132, 22.9326)  0.0711
H (-18.6682, 1.6338, 22.6881)  0.0841
H (-20.1198, 2.5906, 22.1102)  0.0898
H (-18.3528, 4.7961, 21.2104)  0.1095
H (-19.5617, 4.0512, 20.0585)  0.1393
H (-17.5310, 3.1401, 19.0204)  0.1477
H (-16.6865, 4.7083, 19.5244)  0.1149
H (-17.9400, 5.9417, 16.5316)  0.0644
H (-18.2918, 4.1440, 16.4986)  0.0936
H (-16.7279, 4.7390, 16.8807)  0.0901
C (-20.3058, 3.2712, 12.3915)  -0.1223
O (-20.6422, 2.3758, 13.3654)  -0.1644
C (-19.8812, 2.5289, 14.5069)  -0.2067
C (-20.2887, 1.5189, 15.6128)  -0.1885
O (-19.7089, 1.8787, 16.8342)  -0.1880
C (-19.9978, 1.0430, 17.9204)  -0.0771
H (-20.3813, 4.3144, 12.7167)  0.0923
H (-20.8964, 3.1022, 11.5121)  0.0865
H (-19.2821, 3.0669, 12.1099)  0.0868
H (-20.0721, 3.4852, 14.9333)  0.0848
H (-18.7991, 2.4717, 14.2535)  0.1232
H (-20.0591, 0.4998, 15.3614)  0.1020
H (-21.3766, 1.5542, 15.4549)  0.1138
H (-21.0475, 0.7896, 18.1119)  0.1056
H (-19.5534, 1.5757, 18.7175)  0.0586
H (-19.4280, 0.1155, 17.7713)  0.0846
C (-22.6837, 3.1226, 22.9797)  -0.1432
O (-23.9624, 2.6547, 22.9082)  -0.2224
C (-24.4285, 1.8775, 24.0483)  -0.1655
C (-25.8705, 1.5285, 23.8871)  -0.2301
O (-26.0848, 0.4803, 23.0052)  -0.1768
C (-25.8052, 0.8260, 21.6738)  -0.1083
H (-22.5851, 3.8686, 23.7499)  0.0763
H (-22.4431, 3.5657, 21.9590)  0.1004
H (-22.0222, 2.2808, 23.1482)  0.0701
H (-24.3398, 2.4859, 24.9642)  0.1310
H (-23.8083, 1.0009, 24.1567)  0.1266
H (-26.4302, 2.4262, 23.5589)  0.1342
H (-26.2488, 1.0567, 24.8099)  0.1410
H (-26.3832, 1.7391, 21.3756)  0.0767
H (-26.3212, 0.0938, 21.0219)  0.0988
H (-24.7468, 1.0386, 21.4999)  0.0852
C (-21.8115, -1.3493, 21.2945)  -0.0772
O (-20.4824, -1.8686, 21.3883)  -0.1647
C (-19.4988, -0.8202, 21.3593)  -0.2496
C (-18.2377, -1.3362, 20.9405)  -0.2319
O (-18.2635, -1.5720, 19.5334)  -0.1995
C (-17.0205, -1.2293, 18.9153)  -0.1140
H (-21.7823, -0.3926, 21.7850)  0.0671
H (-22.5222, -2.0018, 21.8086)  0.0910
H (-22.1042, -1.3351, 20.2784)  0.0741
H (-19.3830, -0.3750, 22.3921)  0.1295
H (-19.7895, 0.0509, 20.7289)  0.1261
H (-17.8282, -2.2416, 21.5093)  0.1616
H (-17.5301, -0.4664, 21.0439)  0.1306
H (-16.1458, -1.6774, 19.4086)  0.0883
H (-16.8905, -0.1297, 18.9269)  0.0826
H (-17.0315, -1.4717, 17.8216)  0.0887
C (-20.6087, -2.5283, 16.0302)  -0.1521
O (-21.6791, -1.7474, 16.3788)  -0.2052
C (-22.7588, -1.7330, 15.4131)  -0.1786
C (-24.0457, -1.2442, 16.0265)  -0.2343
O (-23.8814, 0.0283, 16.6077)  -0.1870
C (-25.1961, 0.6338, 16.6832)  -0.0854
H (-20.9669, -3.5485, 15.6929)  0.0997
H (-19.8537, -2.5448, 16.8399)  0.0881
H (-20.0638, -2.0369, 15.1351)  0.0944
H (-22.9781, -2.7555, 15.0032)  0.1334
H (-22.4431, -1.1545, 14.5549)  0.1205
H (-24.4190, -1.9849, 16.7783)  0.1442
H (-24.7205, -1.1783, 15.1965)  0.1075
H (-25.7947, 0.4735, 15.7638)  0.0950
H (-25.0917, 1.7540, 16.9293)  0.0962
H (-25.6466, 0.2278, 17.5846)  0.0769
C (-17.8197, 7.4489, 13.2166)  -0.0931
O (-17.7230, 7.3564, 14.6178)  -0.2125
C (-18.5323, 8.3072, 15.2972)  -0.1578
C (-17.6815, 8.9335, 16.4349)  -0.1904
O (-16.6142, 9.5730, 15.7389)  -0.1442
C (-15.7497, 9.8980, 16.7511)  -0.1695
H (-17.5795, 8.3973, 12.8066)  0.0837
H (-18.7764, 7.0816, 12.8359)  0.0719
H (-17.0630, 6.6834, 12.9523)  0.0838
H (-19.3876, 7.7428, 15.7231)  0.1147
H (-18.7973, 9.1064, 14.5480)  0.1345
H (-17.2161, 8.2879, 17.1604)  0.0915
H (-18.2914, 9.6007, 16.9904)  0.0976
H (-14.8819, 10.4906, 16.4046)  0.0952
H (-15.3539, 9.0696, 17.3646)  0.0931
H (-16.2865, 10.5945, 17.4305)  0.0950
C (-25.7539, 9.5510, 12.4791)  -0.1070
O (-25.5082, 9.6247, 13.8906)  -0.2058
C (-26.4082, 10.4405, 14.6692)  -0.1792
C (-25.9667, 11.8599, 14.8964)  -0.2544
O (-24.8553, 11.9885, 15.7495)  -0.1785
C (-24.4975, 13.4100, 15.7403)  -0.0809
H (-25.4590, 10.4321, 11.8918)  0.0866
H (-26.7666, 9.2422, 12.2331)  0.0795
H (-25.1066, 8.7616, 12.1140)  0.0730
H (-26.5554, 9.9087, 15.5756)  0.1057
H (-27.3583, 10.4856, 14.1013)  0.1301
H (-26.9040, 12.3114, 15.2244)  0.1244
H (-25.7681, 12.2459, 13.8947)  0.1276
H (-23.8076, 13.5704, 14.9433)  0.0658
H (-24.0167, 13.7106, 16.7071)  0.0965
H (-25.3429, 14.1387, 15.5459)  0.1007
C (-21.0976, 11.0118, 16.6758)  -0.1568
O (-21.0110, 10.1412, 15.6582)  -0.1970
C (-21.8825, 10.3777, 14.5500)  -0.1593
C (-21.7770, 9.2765, 13.5627)  -0.1986
O (-20.8226, 9.6881, 12.5830)  -0.1756
C (-20.7602, 8.7058, 11.4857)  -0.0773
H (-22.0173, 10.9379, 17.3439)  0.0906
H (-21.0646, 12.0893, 16.3292)  0.1005
H (-20.2360, 10.8955, 17.3421)  0.0823
H (-21.6426, 11.3842, 14.3109)  0.1186
H (-22.9462, 10.3841, 14.8849)  0.1221
H (-22.7310, 9.2718, 13.0695)  0.1057
H (-21.6347, 8.3041, 13.9598)  0.1035
H (-20.7497, 7.6539, 11.9054)  0.0898
H (-19.8504, 8.9051, 11.0061)  0.0574
H (-21.5571, 8.7622, 10.7247)  0.0858
C (-23.6672, 10.4990, 19.7241)  -0.0945
O (-22.6381, 9.6244, 19.2708)  -0.2141
C (-22.2951, 8.7486, 20.3249)  -0.2011
C (-21.0321, 7.9641, 19.9845)  -0.1672
O (-19.8990, 8.8765, 19.9645)  -0.1837
C (-18.6799, 8.2026, 19.8420)  -0.1300
H (-24.5443, 9.8864, 20.0682)  0.0835
H (-23.9815, 11.0498, 18.7919)  0.0969
H (-23.2803, 11.0835, 20.5714)  0.0927
H (-23.0883, 7.9948, 20.4085)  0.1074
H (-22.2390, 9.3287, 21.2558)  0.1303
H (-21.1269, 7.4998, 18.9682)  0.1124
H (-20.9395, 7.1989, 20.7115)  0.0886
H (-18.6231, 7.6611, 18.8721)  0.0703
H (-18.6222, 7.4762, 20.6656)  0.0696
H (-17.7439, 8.8906, 19.8733)  0.1208
C (-27.4644, 11.3851, 18.4466)  -0.1109
O (-28.0780, 10.3577, 17.7166)  -0.2142
C (-29.4997, 10.2755, 17.9445)  -0.1501
C (-29.8751, 9.0541, 17.0815)  -0.2374
O (-29.1532, 7.9714, 17.5043)  -0.2034
C (-29.2527, 6.7072, 16.8705)  -0.0673
H (-26.6019, 11.6375, 17.8879)  0.0596
H (-27.1346, 11.1925, 19.4574)  0.0795
H (-28.1542, 12.2313, 18.5946)  0.0922
H (-29.9060, 11.1609, 17.4860)  0.1184
H (-29.6845, 10.1109, 18.9990)  0.1278
H (-29.5404, 9.2919, 16.0212)  0.1358
H (-30.9492, 8.9176, 17.0083)  0.1188
H (-28.4747, 6.0855, 17.4302)  0.0984
H (-29.1260, 6.9125, 15.7966)  0.0810
H (-30.1474, 6.1234, 17.0682)  0.0821
C (-25.5795, 7.5118, 19.0418)  -0.0980
O (-25.7000, 7.3908, 20.4250)  -0.2004
C (-26.7604, 6.6841, 20.8920)  -0.2467
C (-26.7095, 5.1784, 20.6696)  -0.1847
O (-27.0657, 4.8861, 19.3113)  -0.2133
C (-27.1046, 3.4915, 18.8970)  -0.0674
H (-25.4777, 6.4788, 18.5903)  0.0932
H (-24.6647, 8.0409, 18.8022)  0.0626
H (-26.4501, 8.0283, 18.5242)  0.1147
H (-27.6379, 7.1309, 20.4250)  0.1258
H (-26.8785, 6.8766, 22.0163)  0.1434
H (-27.3619, 4.6301, 21.3856)  0.1333
H (-25.6746, 4.9280, 20.8453)  0.0960
H (-27.6483, 2.9039, 19.6388)  0.0755
H (-26.1243, 2.9820, 18.7436)  0.0866
H (-27.5913, 3.4011, 17.9496)  0.0556
C (-24.0341, 6.5142, 23.2672)  -0.1293
O (-22.7018, 6.8468, 23.0439)  -0.2088
C (-21.9534, 7.2707, 24.1738)  -0.1999
C (-20.5478, 7.4342, 23.7346)  -0.2003
O (-19.7631, 8.2698, 24.6270)  -0.1704
C (-18.4827, 8.3370, 24.0964)  -0.1491
H (-24.1202, 5.7742, 24.0593)  0.0693
H (-24.4277, 5.8711, 22.3911)  0.0904
H (-24.7833, 7.4189, 23.4116)  0.1299
H (-22.0069, 6.5807, 25.0547)  0.1374
H (-22.3567, 8.2900, 24.5354)  0.1576
H (-20.5382, 7.8294, 22.7240)  0.1014
H (-20.0097, 6.4774, 23.6841)  0.1251
H (-18.5481, 8.6569, 23.0635)  0.0676
H (-17.9795, 7.3297, 24.0376)  0.0918
H (-17.7953, 8.9933, 24.7420)  0.1174
C (-15.7772, 3.9968, 13.8766)  -0.1185
O (-16.2411, 2.6914, 13.9335)  -0.1823
C (-15.3865, 1.7897, 14.6077)  -0.2028
C (-16.1561, 0.5279, 14.7034)  -0.1817
O (-16.2063, -0.0976, 13.3870)  -0.1459
C (-17.2036, -1.0449, 13.4302)  -0.1585
H (-14.9357, 4.0085, 13.1625)  0.0971
H (-15.4536, 4.4895, 14.8231)  0.0976
H (-16.5023, 4.6096, 13.3960)  0.0563
H (-15.1687, 2.1285, 15.6372)  0.1330
H (-14.4177, 1.6110, 14.1152)  0.1388
H (-17.1743, 0.7176, 15.0616)  0.1237
H (-15.6612, -0.1399, 15.3228)  0.1014
H (-17.2250, -1.7477, 12.5872)  0.0971
H (-18.1579, -0.5816, 13.5260)  0.0678
H (-17.1359, -1.7422, 14.2534)  0.0770
C (-24.3603, 2.4206, 13.8866)  -0.1251
O (-25.4864, 2.8837, 14.5138)  -0.1983
C (-25.3320, 4.1315, 15.1080)  -0.1920
C (-26.7350, 4.6890, 15.2938)  -0.2010
O (-27.4926, 4.8042, 14.1308)  -0.1790
C (-27.3724, 6.0373, 13.5093)  -0.1325
H (-23.8841, 3.1811, 13.2517)  0.0941
H (-24.6632, 1.5834, 13.2230)  0.1047
H (-23.6318, 2.0396, 14.6054)  0.0720
H (-24.7242, 4.7218, 14.4083)  0.1209
H (-24.7792, 4.0145, 16.0265)  0.1104
H (-26.7412, 5.6715, 15.7532)  0.1071
H (-27.2797, 3.9253, 15.8802)  0.1222
H (-28.0851, 6.0265, 12.6318)  0.1088
H (-26.3213, 6.1939, 13.1127)  0.0968
H (-27.5325, 6.8754, 14.2550)  0.0812
C (-23.0486, 7.1862, 16.0291)  -0.0825
O (-22.2933, 6.1467, 15.4653)  -0.1804
C (-21.2978, 5.6612, 16.3559)  -0.1982
C (-21.7254, 4.3821, 17.0012)  -0.2046
O (-22.8407, 4.5211, 17.8283)  -0.2053
C (-22.6496, 4.9672, 19.1985)  -0.0381
H (-23.5973, 6.7031, 16.8796)  0.0963
H (-23.6320, 7.6540, 15.2662)  0.0788
H (-22.3581, 7.9428, 16.3874)  0.0782
H (-21.0203, 6.4566, 17.0674)  0.1107
H (-20.4043, 5.3928, 15.8049)  0.1011
H (-20.8547, 3.9696, 17.5618)  0.1269
H (-22.0753, 3.6682, 16.2494)  0.1260
H (-23.5710, 5.3920, 19.7007)  0.0973
H (-21.8158, 5.6940, 19.1329)  0.0593
H (-22.2008, 4.1537, 19.7971)  0.0693

Calculated values
Gap between HOMO and LUMO   0.3464 hartree
Charge   0
Spin multiplicity   1

***

Ranking the structures above from most stable to least stable yields model i, model ii.